No. 1
Computed, not measured: C6H13NOS2 as an isolated structure, with ωB97M-V/def2-TZVPD.

ORCA input file:
```
! wB97M-V def2-TZVPD RIJCOSX def2/J DEFGRID3
* xyz 0 1
H -0.311 -2.003 2.106
C 1.316 2.598 -2.907
H -0.075 4.507 -2.164
H 2.007 4.882 -0.930
C -0.918 -5.452 3.149
H -1.651 -6.249 2.792
H -2.436 -3.845 1.341
C -1.188 -2.225 1.500
C 0.440 3.459 -1.873
H 0.896 2.979 -3.996
C -0.862 -4.134 2.833
H 2.309 3.116 -2.892
H -0.362 -5.645 4.115
H 2.257 2.617 -0.813
H 0.694 3.677 0.418
S 1.284 0.833 -2.614
H -0.156 0.879 -2.644
H -0.338 -3.413 3.508
O -0.740 2.582 -1.616
C 1.436 3.653 -0.687
S -1.883 -1.389 0.275
H -0.145 1.971 -0.811
N -1.576 -3.400 1.909
*
```

Calculated values
Kohn-Sham gap (eV): 9.06
Energy above the lowest of the compared OMol25 structures with the same formula, charge and spin (eV): 7.359
E_HOMO (eV): -8.70

No. 2
Computed, not measured: an isolated ion of composition C6H13NP and charge +1, with ωB97M-V/def2-TZVPD.

ORCA input file:
```
! wB97M-V def2-TZVPD RIJCOSX def2/J DEFGRID3
* xyz 1 1
H 1.134 -2.776 0.277
H 4.062 1.520 -1.311
H -3.024 1.421 -1.063
H -3.468 2.106 0.242
H -2.921 -0.491 0.632
C -2.588 1.678 -0.143
H 0.043 0.763 0.028
H -0.975 -1.921 0.523
C -0.266 -1.182 0.454
H -0.181 -1.082 1.546
H -1.865 2.441 -0.409
H 0.722 -2.226 -1.240
N 2.051 -0.912 -0.111
C -0.800 0.080 -0.122
C 2.940 -0.171 -0.162
C 1.014 -1.785 -0.154
H -1.014 -0.027 -1.170
H 5.230 0.325 -0.140
C -2.106 0.362 0.562
P 4.065 1.137 0.120
H -2.055 0.740 1.643
*
```

Calculated values
Kohn-Sham gap (eV): 9.48
Energy above the lowest of the compared OMol25 structures with the same formula, charge and spin (eV): 1.646
E_HOMO (eV): -14.03

No. 3
Computed, not measured: C6H13NS as an isolated structure, with ωB97M-V/def2-TZVPD.

ORCA input file:
```
! wB97M-V def2-TZVPD RIJCOSX def2/J DEFGRID3
* xyz 0 1
H 1.413 -2.269 0.502
H 0.392 -2.349 -0.955
H -0.690 -1.207 2.112
H 2.358 1.681 -1.066
H 1.660 1.512 0.745
H -3.634 0.359 -0.893
C 0.909 -1.773 -0.212
N 1.932 -0.841 -0.833
H -2.452 1.587 -0.901
H 0.652 -0.327 1.924
C 1.418 1.530 -0.346
S -1.614 -0.917 -0.738
H 0.391 0.401 -1.719
H -0.934 0.624 1.838
C -2.653 0.549 -0.405
H 0.567 2.233 -0.607
C -0.024 -0.671 0.106
H 2.691 -0.601 -0.115
C -0.358 -0.300 1.582
C 0.844 0.141 -0.684
H -2.867 0.641 0.664
*
```

Calculated values
Kohn-Sham gap (eV): 9.35
Energy above the lowest of the compared OMol25 structures with the same formula, charge and spin (eV): 3.053
E_HOMO (eV): -8.50

No. 4
Computed, not measured: one molecule with the formula C6H13NS, with ωB97M-V/def2-TZVPD.

ORCA input file:
```
! wB97M-V def2-TZVPD RIJCOSX def2/J DEFGRID3
* xyz 0 1
H -1.407 -1.166 1.173
C -3.127 -0.785 0.129
C -0.461 2.191 0.331
H -0.960 -1.637 -1.173
H -1.237 0.057 -1.463
H -3.461 0.044 -0.520
S 1.073 1.331 -0.212
C -0.898 -0.628 -0.695
H -1.319 1.971 -0.370
H -0.198 3.262 0.235
H 0.970 -2.391 -0.204
C 2.787 -1.292 0.363
H -3.750 -0.845 1.045
H 3.399 -1.350 -0.562
C 1.340 -1.390 -0.013
H -0.711 1.933 1.416
H 3.077 -2.099 1.027
H 2.980 -0.319 0.911
C 0.529 -0.343 -0.269
H -3.199 -1.699 -0.499
N -1.767 -0.510 0.472
*
```

Calculated values
Kohn-Sham gap (eV): 9.04
Energy above the lowest of the compared OMol25 structures with the same formula, charge and spin (eV): 1.088
E_HOMO (eV): -8.09

No. 5
Computed, not measured: one molecule with the formula C6H13NS2, with ωB97M-V/def2-TZVPD.

ORCA input file:
```
! wB97M-V def2-TZVPD RIJCOSX def2/J DEFGRID3
* xyz 0 1
S 2.232 -1.527 -0.558
H -3.025 -1.162 -0.962
N -1.416 0.078 0.246
H -1.435 -0.401 2.304
C 2.982 1.093 -0.199
H 3.651 0.937 -1.086
C -2.192 -0.173 -1.030
H 3.451 2.018 0.360
C -0.207 -0.689 0.279
H -2.527 -1.390 1.269
H 0.589 -0.244 -1.659
H -2.932 0.646 -1.137
H -1.683 -0.404 -2.079
C 0.893 -0.138 -0.669
H 1.176 1.382 0.933
C 1.448 1.213 -0.250
H 1.062 2.070 -0.860
H -3.009 0.236 1.641
H -0.458 -1.759 -0.099
H 0.207 -0.923 1.302
S 3.319 -0.467 0.838
C -2.123 -0.394 1.417
*
```

Calculated values
Kohn-Sham gap (eV): 8.74
Energy above the lowest of the compared OMol25 structures with the same formula, charge and spin (eV): 1.851
E_HOMO (eV): -8.09

No. 6
Computed, not measured: a 2-piece molecular cluster, C6H13NSi overall, with ωB97M-V/def2-TZVPD.

ORCA input file:
```
! wB97M-V def2-TZVPD RIJCOSX def2/J DEFGRID3
* xyz 0 3
H -0.682 -0.340 2.980
H 0.547 -1.681 2.719
H -0.341 -3.664 -0.585
N -0.324 1.600 2.605
C -0.451 1.684 1.445
C -0.526 -1.475 2.521
H -1.572 1.730 -0.402
H 0.388 -2.304 -1.630
H 0.688 3.172 -2.234
H 0.546 1.018 -1.621
H 1.723 3.559 -0.838
H 1.452 1.169 -0.193
C 0.602 1.596 -0.756
H 1.199 -2.901 -0.093
C -0.621 1.367 0.090
H -0.004 3.527 -0.559
H -1.237 -2.023 3.183
C 0.326 -2.612 -0.613
Si -0.823 -1.502 0.624
C 0.839 3.048 -1.093
H -2.215 -1.768 0.095
*
```

Calculated values
Kohn-Sham gap (alpha / beta) (eV): 6.83 / 8.42
Energy above the lowest of the compared OMol25 structures with the same formula, charge and spin (eV): 1.144
Expectation value of S²: 2.020
E_HOMO (alpha / beta) (eV): -5.89 / -10.48

No. 7
Computed, not measured: an isolated ion of composition C6H13O and charge -1, with ωB97M-V/def2-TZVPD.

ORCA input file:
```
! wB97M-V def2-TZVPD RIJCOSX def2/J DEFGRID3
* xyz -1 1
C 2.879 0.754 -0.647
C 1.679 -0.141 -0.785
H 3.691 0.618 -1.397
H 2.482 1.791 -0.737
H 3.339 0.748 0.319
H -0.600 -1.636 -0.082
C 0.377 0.240 0.069
H 1.435 1.073 1.920
H -1.128 -0.590 -1.317
H -0.034 -0.015 2.307
H 1.337 -0.020 -1.863
H 1.938 -1.226 -0.608
H 1.417 -0.809 1.685
H 0.192 1.338 -0.129
H -2.155 -0.220 1.336
C -2.275 -0.004 0.279
H -2.178 1.059 0.116
C -0.774 -0.653 -0.291
O -3.233 -0.518 -0.343
C 0.801 0.144 1.575
*
```

Calculated values
Kohn-Sham gap (eV): 5.70
Energy above the lowest of the compared OMol25 structures with the same formula, charge and spin (eV): 1.185
E_HOMO (eV): -2.02

No. 8
Computed, not measured: a 2-piece molecular cluster, C6H13O2 overall, with ωB97M-V/def2-TZVPD.

ORCA input file:
```
! wB97M-V def2-TZVPD RIJCOSX def2/J DEFGRID3
* xyz -1 1
H -1.180 -1.319 0.990
H 1.830 2.559 -0.207
H -0.141 1.031 1.994
H 1.127 -0.755 1.649
O -1.345 -0.304 -1.085
C -0.310 -1.890 0.462
C 1.087 -1.663 1.021
H 1.436 0.926 0.568
H -1.296 0.620 0.722
C -0.297 -1.061 -0.937
C 1.109 1.766 -0.064
H 1.830 -1.645 0.146
C -0.123 2.480 0.463
O 0.586 -1.227 -1.739
H -0.680 -2.879 0.173
H -0.722 2.963 -0.351
H 1.463 -2.582 1.557
H 0.276 3.383 0.976
C -0.961 1.522 1.326
H -1.873 1.818 1.749
H 0.972 1.203 -0.990
*
```

Calculated values
Kohn-Sham gap (eV): 7.98
Energy above the lowest of the compared OMol25 structures with the same formula, charge and spin (eV): 1.565
E_HOMO (eV): -3.86

No. 9
Computed, not measured: a 2-piece molecular cluster, C6H13O2 overall, with ωB97M-V/def2-TZVPD.

ORCA input file:
```
! wB97M-V def2-TZVPD RIJCOSX def2/J DEFGRID3
* xyz -1 1
H -0.481 -0.519 1.554
H -1.103 -2.350 1.609
H -1.932 -0.353 -1.906
H 0.647 3.596 0.082
C -1.321 -0.144 -1.022
H -1.827 0.552 -0.355
H 0.174 0.887 -2.343
C 0.089 0.475 -1.335
H -1.783 -2.289 -0.463
C 0.500 2.831 -0.677
O 0.781 -1.942 1.140
H 0.892 -0.246 -1.179
H 1.480 -1.218 2.099
H -0.230 -2.076 -0.990
O 2.037 -0.325 2.490
C -0.574 -1.537 1.118
H 2.277 0.468 2.005
H 0.280 3.102 -1.689
C -0.986 -1.509 -0.407
C 0.454 1.544 -0.340
H 0.627 1.054 0.609
*
```

Calculated values
Kohn-Sham gap (eV): 6.94
Energy above the lowest of the compared OMol25 structures with the same formula, charge and spin (eV): 3.597
E_HOMO (eV): -3.25

No. 10
Computed, not measured: a 2-piece molecular cluster, C6H13O2 overall, with ωB97M-V/def2-TZVPD.

ORCA input file:
```
! wB97M-V def2-TZVPD RIJCOSX def2/J DEFGRID3
* xyz -1 1
O 0.765 -1.463 -1.791
H 1.621 -1.564 0.780
C -1.089 1.800 1.370
C 1.216 1.877 0.163
H -1.660 2.423 2.079
C -0.258 -1.127 -1.162
H -1.744 1.658 0.507
H -0.868 0.808 1.743
H 2.193 1.846 0.654
C 0.142 2.596 0.983
H -0.192 3.504 0.480
H 0.985 0.816 0.056
H 0.992 -3.218 0.650
C 0.762 -2.206 0.976
H 0.593 3.030 1.882
C -0.469 -1.679 0.271
O -1.177 -0.353 -1.537
H -1.228 -2.458 0.132
H -1.033 -0.866 0.706
H 0.604 -2.269 2.058
H 1.313 2.247 -0.856
*
```

Calculated values
Kohn-Sham gap (eV): 7.81
Energy above the lowest of the compared OMol25 structures with the same formula, charge and spin (eV): 0.567
E_HOMO (eV): -3.92